Arrangement i

An isolated ion of composition C3H8N3O and charge +1. Source: OMol25; level of theory: wB97M-V/def2-TZVPD.

Last columns: bonded neighbours and bond lengths (Å).
Element x y z (Å)
1 C -1.35449 -0.48918 -0.06249  C2 1.525, N4 1.431, H8 1.101, H9 1.098
2 C -0.01708 -1.07277 0.38073  C1 1.525, N6 1.482, H10 1.094, H11 1.091
3 C 0.20699 1.27076 0.24835  N4 1.416, N6 1.495, H12 1.098, H13 1.104
4 N -1.14643 0.92482 0.01742  C1 1.431, C3 1.416, H14 1.007
5 N 1.60452 -0.00505 -1.17435  N6 1.389, H15 1.021
6 N 0.95950 -0.00600 0.05547  C2 1.482, C3 1.495, N5 1.389, O7 1.345
7 O 2.13855 -0.06066 0.70000  N6 1.345
8 H -1.62929 -0.80104 -1.08240  C1 1.101
9 H -2.17594 -0.79998 0.59719  C1 1.098
10 H 0.02981 -1.22730 1.46288  C2 1.094
11 H 0.25071 -2.00541 -0.11758  C2 1.091
12 H 0.60479 2.02876 -0.43896  C3 1.098
13 H 0.39528 1.60266 1.28388  C3 1.104
14 H -1.79090 1.57167 -0.40775  N4 1.007
15 H 1.92399 -0.93128 -1.46237  N5 1.021

- 2S+1: 1
- Net charge: +1

---

Arrangement ii

An isolated ion of composition C3H8N3O and charge +1. Source: OMol25; level of theory: wB97M-V/def2-TZVPD.

Last columns: bonded neighbours and bond lengths (Å).
Element x y z (Å)
1 C 0.47093 1.44727 -0.02598  C2 1.589, N4 1.239, H8 1.110
2 C -0.86826 0.75630 -0.53147  C1 1.589, N5 1.340, H9 1.231, H10 1.070
3 C 2.14459 -0.19932 -0.20539  N4 1.278, O7 1.306, H11 1.068
4 N 1.55269 0.87284 0.16002  C1 1.239, C3 1.278
5 N -0.81206 -0.58158 -0.56936  C2 1.340, N6 1.498
6 N -1.90327 -1.18086 0.26386  N5 1.498, H12 1.121, H13 1.015, H14 1.046
7 O 2.97012 -0.88646 0.53687  C3 1.306, H15 1.065
8 H 0.35219 2.54747 0.06352  C1 1.110
9 H -1.80554 1.26450 0.08396  C2 1.231
10 H -0.86903 1.23989 -1.48586  C2 1.070
11 H 2.04122 -0.75034 -1.11397  C3 1.068
12 H -2.73588 -0.44563 0.41307  N6 1.121
13 H -1.45501 -1.43740 1.13810  N6 1.015
14 H -2.22255 -2.01276 -0.28491  N6 1.046
15 H 3.13986 -0.63391 1.55756  O7 1.065

- 2S+1: 1
- Net charge: +1

---

Verdict on stability: arrangement i comes out at the bottom.

---

Arrangement i

A 2-piece molecular cluster, C3H8N3O overall. Source: OMol25; level of theory: wB97M-V/def2-TZVPD.

Last columns: bonded neighbours and bond lengths (Å).
Element x y z (Å)
1 C -2.08099 -0.03840 0.48810  C2 1.474, N4 1.259, O7 1.305
2 C -2.35848 -0.00533 -0.95932  C1 1.474, O7 1.414, H8 1.079, H9 1.107
3 C 1.06187 0.32084 -1.60016  N5 1.295, H10 1.023, H11 1.017
4 N -1.43531 -0.17442 1.55975  C1 1.259, H12 0.993, H14 1.150
5 N 0.76574 0.03284 -0.37310  C3 1.295, N6 1.363
6 N 1.49764 -0.96981 0.18938  N5 1.363, H13 1.083, H15 1.044
7 O -3.22030 0.44024 0.06912  C1 1.305, C2 1.414
8 H -2.64897 -0.96317 -1.36253  C2 1.079
9 H -1.93596 0.83073 -1.54862  C2 1.107
10 H 1.89760 -0.15120 -1.95518  C3 1.023
11 H 0.50941 1.01795 -2.09373  C3 1.017
12 H -1.77834 -0.23211 2.49000  N4 0.993
13 H 2.17790 -1.33051 -0.57177  N6 1.083
14 H -0.30553 -0.32665 1.41129  N4 1.150
15 H 1.79117 -0.69798 1.15369  N6 1.044

- 2S+1: 1
- Net charge: +1

---

Arrangement ii

An isolated ion of composition C3H8N3O and charge +1. Source: OMol25; level of theory: wB97M-V/def2-TZVPD.

Last columns: bonded neighbours and bond lengths (Å).
Element x y z (Å)
1 C -1.09023 0.91735 -1.14298  C2 1.565, N4 1.397, O7 1.184
2 C 0.00487 1.22121 -0.06689  C1 1.565, N5 1.484, H8 1.063, H9 1.105
3 C -0.20918 -1.12479 -0.35872  N4 1.443, N5 1.454, H10 1.011, H11 1.031
4 N -1.09320 -0.47166 -1.29401  C1 1.397, C3 1.443, H12 1.025
5 N 0.71793 -0.07677 0.03490  C2 1.484, C3 1.454, N6 1.393
6 N 1.32720 -0.27012 1.27312  N5 1.393, H13 1.039, H14 1.123, H15 1.092
7 O -1.82752 1.65641 -1.70148  C1 1.184
8 H 0.73324 1.97572 -0.24137  C2 1.063
9 H -0.51766 1.34348 0.89904  C2 1.105
10 H -0.74268 -1.49707 0.41554  C3 1.011
11 H 0.37109 -1.75330 -0.93406  C3 1.031
12 H -1.88249 -1.01385 -1.66055  N4 1.025
13 H 0.56437 -0.32995 1.97582  N6 1.039
14 H 1.87198 0.68977 1.47881  N6 1.123
15 H 1.77227 -1.26641 1.32281  N6 1.092

- 2S+1: 1
- SMILES string: [NH3+]N1CNC(=O)C1
- Net charge: +1

---

Arrangement iii

An isolated ion of composition C3H8N3O and charge +1. Source: OMol25; level of theory: wB97M-V/def2-TZVPD.

Last columns: bonded neighbours and bond lengths (Å).
Element x y z (Å)
1 C -0.31267 0.98293 1.07818  C3 1.569, O7 1.149
2 C -1.16172 -0.74033 0.09629  N4 1.388, N6 1.501, H8 1.166
3 C 0.40787 1.06611 -0.31304  C1 1.569, N5 1.463, N6 1.576, H9 1.137
4 N -1.23855 -2.02953 0.60454  C2 1.388, H10 0.990, H11 1.018
5 N 1.83630 1.30777 -0.51932  C3 1.463, H12 1.037, H13 0.977
6 N 0.10313 -0.44156 -0.65516  C2 1.501, C3 1.576, H14 1.020, H15 0.993
7 O -0.46586 1.72481 1.94264  C1 1.149
8 H -2.18255 -0.41850 -0.36710  C2 1.166
9 H -0.23451 1.61416 -1.07471  C3 1.137
10 H -2.00956 -2.34502 1.13928  N4 0.990
11 H -0.34850 -2.47543 0.81851  N4 1.018
12 H 2.53639 0.77078 0.02495  N5 1.037
13 H 2.13241 2.19552 -0.79859  N5 0.977
14 H 0.92754 -0.95870 -0.35043  N6 1.020
15 H 0.01027 -0.25301 -1.62604  N6 0.993

- 2S+1: 1
- Net charge: +1

---

Verdict on stability: arrangement i comes out at the bottom.

---

Arrangement i

The molecule C10H8N2. Source: OMol25; level of theory: wB97M-V/def2-TZVPD.

Last columns: bonded neighbours and bond lengths (Å).
Element x y z (Å)
1 C -0.17797 0.68102 2.92849  C2 1.421, C5 1.420, H11 1.099
2 C -1.17328 -0.28658 3.23286  C1 1.421, C3 1.324, H12 1.168
3 C -1.65860 -0.97401 2.21034  C2 1.324, H13 1.199, N19 1.301
4 C -0.32041 0.02518 0.70110  C5 1.326, C6 1.504, N19 1.360
5 C 0.30386 0.77766 1.59673  C1 1.420, C4 1.326, H14 0.944
6 C 0.12499 0.10295 -0.73310  C4 1.504, C7 1.352, N20 1.329
7 C 0.94109 -0.86625 -1.20486  C6 1.352, C8 1.459, H15 1.153
8 C 1.33117 -0.79552 -2.60916  C7 1.459, C9 1.316, H16 1.087
9 C 0.94092 0.25821 -3.29366  C8 1.316, C10 1.310, H17 1.182
10 C 0.11764 1.13802 -2.78062  C9 1.310, H18 1.200, N20 1.369
11 H 0.28548 1.12875 3.81896  C1 1.099
12 H -1.81648 -0.49303 4.18598  C2 1.168
13 H -2.57841 -1.73142 2.34400  C3 1.199
14 H 0.90849 1.46751 1.37423  C5 0.944
15 H 1.39700 -1.74070 -0.60842  C7 1.153
16 H 2.11937 -1.44885 -2.97550  C8 1.087
17 H 1.32849 0.53492 -4.37527  C9 1.182
18 H -0.49118 2.03179 -3.30109  C10 1.200
19 N -1.26386 -0.91606 0.97237  C3 1.301, C4 1.360
20 N -0.31831 1.10641 -1.48339  C6 1.329, C10 1.369

- 2S+1: 1
- SMILES string: c1ccc(-c2ccccn2)nc1

---

Arrangement ii

The molecule C10H8N2. Source: OMol25; level of theory: wB97M-V/def2-TZVPD.

Last columns: bonded neighbours and bond lengths (Å).
Element x y z (Å)
1 C 1.43732 2.51501 0.91055  C2 1.324, C5 1.359, H11 1.117
2 C 1.98120 2.82565 -0.25543  C1 1.324, C3 1.339, H12 0.900
3 C 1.76514 2.02787 -1.30845  C2 1.339, H13 1.249, N19 1.420
4 C 0.35362 0.65970 -0.07208  C5 1.344, C6 1.493, N19 1.337
5 C 0.59238 1.45329 0.98635  C1 1.359, C4 1.344, H14 1.246
6 C -0.52121 -0.54915 -0.03354  C4 1.493, C7 1.375, N20 1.346
7 C 0.08386 -1.75070 -0.31992  C6 1.375, C8 1.412, H15 0.882
8 C -0.75270 -2.87590 -0.15633  C7 1.412, C9 1.478, H16 1.209
9 C -2.18902 -2.67398 0.12704  C8 1.478, C10 1.310, H17 1.114
10 C -2.57015 -1.42417 0.21663  C9 1.310, H18 1.033, N20 1.340
11 H 1.64063 3.13987 1.81364  C1 1.117
12 H 2.51148 3.53517 -0.41514  C2 0.900
13 H 2.44965 2.12757 -2.34841  C3 1.249
14 H 0.15715 1.00591 2.06518  C5 1.246
15 H 0.94928 -1.74660 -0.48818  C7 0.882
16 H -0.37405 -4.02324 -0.19363  C8 1.209
17 H -3.00175 -3.43589 0.15018  C9 1.114
18 H -3.57289 -1.40923 0.46308  C10 1.033
19 N 0.89528 0.90602 -1.26933  C3 1.420, C4 1.337
20 N -1.83521 -0.30720 0.12777  C6 1.346, C10 1.340

- 2S+1: 1
- SMILES string: c1ccc(-c2ccccn2)nc1

---

Verdict on stability: arrangement ii comes out at the bottom.